[1]
C2H7CaNOP as an isolated structure, computed with wB97M-V/def2-TZVPD.

## Properties
- HOMO-LUMO gap: 0.12749 Eh
- Multiplicity: 1
- Largest force on an atom: 2.9 eV Å⁻¹
- Total charge: +1

Each line ends with the Mulliken charge.
Element x y z (Å)
1 C 1.310 -1.036 0.435  -1.32
2 C 0.706 0.344 0.525  0.43
3 O 1.560 1.353 0.048  -0.47
4 P -0.729 0.339 -0.481  0.15
5 N -1.834 -0.717 0.121  -0.64
6 H 1.085 -1.526 -0.502  0.34
7 H 0.962 -1.669 1.220  0.32
8 H 2.373 -0.961 0.474  0.43
9 H 2.294 1.431 0.673  0.31
10 H -0.437 0.030 -1.843  0.18
11 H -1.237 1.682 -0.457  -0.05
12 H -2.621 -0.223 0.465  0.16
13 Ca -3.430 0.953 -0.678  1.19

=====

[2]
C10H19AlClNO4P as an isolated structure, computed with wB97M-V/def2-TZVPD.

## Properties
- HOMO-LUMO gap: 0.10098 Eh
- Multiplicity: 1
- ΔE to the lowest compared entry with this formula, charge and spin: 139.3 kJ/mol
- Largest force on an atom: 3.7 eV Å⁻¹
- Total charge: +3

Each line ends with the Mulliken charge.
Element x y z (Å)
1 C 3.402 -2.417 0.280  -1.13
2 C 3.241 -1.383 -0.824  -0.54
3 C 1.994 -0.495 -0.502  0.37
4 C 2.432 0.959 -0.382  -1.02
5 C 1.249 1.933 -0.312  -0.94
6 C 0.131 1.615 0.674  -0.52
7 C -1.269 1.639 0.045  -1.37
8 C -2.195 0.440 0.387  1.02
9 P -2.690 -0.590 -1.243  0.59
10 N -2.557 0.407 -2.555  -0.51
11 O -1.758 -1.833 -1.430  -0.39
12 O -3.455 1.079 0.674  -0.35
13 C -4.212 0.289 1.490  0.43
14 O -5.343 0.022 1.431  -0.22
15 O -3.229 -0.164 2.455  -0.17
16 C -2.038 -0.340 1.684  0.16
17 Cl -1.781 -2.081 1.618  0.01
18 H 3.003 -2.119 1.240  0.39
19 H 2.911 -3.332 0.006  0.33
20 H 4.456 -2.586 0.419  0.35
21 H 4.129 -0.803 -0.963  0.48
22 H 3.001 -1.898 -1.732  0.36
23 H 1.231 -0.643 -1.258  -0.19
24 H 1.590 -0.817 0.447  0.13
25 H 3.114 1.100 0.436  0.40
26 H 2.979 1.191 -1.273  0.54
27 H 0.871 2.095 -1.307  0.57
28 H 1.692 2.870 0.005  0.24
29 H 0.147 2.410 1.406  0.36
30 H 0.372 0.714 1.215  0.37
31 H -1.809 2.492 0.412  0.43
32 H -1.149 1.804 -1.008  0.85
33 H -1.560 0.572 -2.721  0.29
34 H -2.860 -0.134 -3.373  0.40
35 H -0.890 -1.593 -1.803  0.40
36 H -1.205 0.024 2.407  0.33
37 Al -1.944 -0.428 3.954  0.54

=====

[3]
A 2-piece molecular cluster, C4H12 overall, computed with wB97M-V/def2-TZVPD.

## Properties
- HOMO-LUMO gap (spin up / spin down): 0.10166 / 0.42917 Eh
- Multiplicity: 2
- ΔE to the lowest compared entry with this formula, charge and spin: 96.9 kJ/mol
- Largest force on an atom: 3.1 eV Å⁻¹
- Total charge: -1

Each line ends with the Mulliken charge.
Element x y z (Å)
1 C -1.160 0.605 1.227  -2.64
2 C -0.166 -0.486 1.758  -0.77
3 H -1.115 1.321 2.063  0.52
4 H -0.921 1.182 0.338  0.63
5 H -2.117 0.152 0.924  0.78
6 H 0.565 0.052 2.335  0.52
7 H -0.809 -1.200 2.289  0.64
8 H 0.085 -1.076 0.878  -0.10
9 C 0.296 -0.599 -1.810  -2.69
10 C 1.149 0.380 -1.077  -1.27
11 H -0.242 -0.102 -2.639  1.08
12 H 0.840 -1.399 -2.308  0.45
13 H -0.626 -0.957 -1.302  0.50
14 H 1.824 0.855 -1.804  1.09
15 H 1.757 0.033 -0.229  0.25
16 H 0.643 1.241 -0.642  0.02

=====

[4]
A 2-piece molecular cluster, C8H6F3IO2S overall, computed with wB97M-V/def2-TZVPD.

## Properties
- HOMO-LUMO gap: 0.16908 Eh
- Multiplicity: 1
- ΔE to the lowest compared entry with this formula, charge and spin: 92.7 kJ/mol
- Largest force on an atom: 4.7 eV Å⁻¹

Each line ends with the Mulliken charge.
Element x y z (Å)
1 C 2.380 -2.158 0.386  -0.29
2 C 2.398 -2.014 -0.953  -0.44
3 C 1.918 -1.166 1.284  -0.48
4 C 1.795 -0.896 -1.524  -0.40
5 C 1.436 -0.013 0.768  -0.38
6 C 1.333 0.059 -0.611  0.68
7 C -2.704 0.621 0.157  -0.60
8 C -3.055 2.036 0.654  1.06
9 O -1.627 0.540 -0.490  -0.45
10 O 0.176 1.447 -2.577  -0.37
11 F -2.402 2.730 -0.359  -0.29
12 F -2.689 2.654 1.695  -0.25
13 F -4.294 2.269 0.620  -0.26
14 S 0.557 1.592 -1.176  0.62
15 I -2.200 -0.927 2.099  -0.35
16 H 2.816 -3.129 0.616  0.33
17 H 2.834 -2.777 -1.584  0.39
18 H 1.895 -1.095 2.406  0.32
19 H 1.763 -0.613 -2.567  0.44
20 H 1.219 0.803 1.480  0.29
21 H -3.548 0.039 -0.325  0.44

=====

[5]
C25H27Cl2CoP as an isolated structure, computed with wB97M-V/def2-TZVPD.

## Properties
- HOMO-LUMO gap (spin up / spin down): 0.22094 / 0.21248 Eh
- Multiplicity: 5
- Largest force on an atom: 4.1 eV Å⁻¹
- Total charge: -1

Each line ends with the Mulliken charge.
Element x y z (Å)
1 Co 0.787 1.772 -0.532  -0.36
2 Cl 0.254 3.418 -1.719  -0.61
3 Cl 2.255 2.504 0.771  -0.57
4 C 2.035 -0.292 -1.640  -1.74
5 H 2.654 -1.170 -1.663  0.44
6 H 2.697 0.343 -0.873  0.28
7 C -0.063 0.261 -2.544  -0.77
8 C 1.186 -0.600 -2.828  1.48
9 H -0.650 -0.072 -1.695  0.48
10 C 1.996 -0.126 -4.074  -1.08
11 H 1.016 -1.711 -2.994  0.49
12 C 1.735 1.322 -4.402  -0.56
13 H 3.056 -0.186 -3.855  0.42
14 H 1.845 -0.739 -4.978  0.36
15 C 0.273 1.528 -4.711  -0.82
16 H 1.966 1.940 -3.547  0.12
17 H 2.358 1.737 -5.161  0.49
18 C -0.712 0.836 -3.724  -0.73
19 H -0.022 2.584 -4.761  0.36
20 H 0.061 1.139 -5.701  0.36
21 H -1.505 1.523 -3.374  0.20
22 H -1.281 0.005 -4.211  0.30
23 C -2.434 2.775 3.781  -0.44
24 C -2.017 3.284 2.547  -0.75
25 C -1.183 2.527 1.739  -0.53
26 C -0.834 1.227 2.100  0.06
27 C -1.216 0.725 3.360  -0.26
28 C -1.979 1.525 4.205  -0.79
29 P -0.057 0.206 0.813  1.75
30 C 1.222 -0.732 1.724  0.54
31 C 1.727 -1.881 1.117  -0.29
32 C 2.797 -2.570 1.675  -1.01
33 C 3.307 -2.152 2.924  -0.53
34 C 2.780 -1.011 3.550  -0.69
35 C 1.789 -0.260 2.918  -0.76
36 C -1.371 -1.120 0.596  0.80
37 C -1.317 -2.384 1.178  -0.53
38 C -2.452 -3.180 1.250  -0.57
39 C -3.688 -2.679 0.756  -0.55
40 C -3.684 -1.489 0.039  -0.65
41 C -2.549 -0.715 -0.072  -0.41
42 H -3.090 3.375 4.405  0.36
43 H -2.344 4.259 2.194  0.41
44 H -0.772 2.937 0.803  0.30
45 H -0.919 -0.274 3.681  0.45
46 H -2.247 1.162 5.204  0.34
47 H 1.274 -2.208 0.174  0.66
48 H 3.202 -3.422 1.132  0.40
49 H 4.131 -2.729 3.367  0.35
50 H 3.149 -0.732 4.544  0.38
51 H 1.495 0.697 3.351  0.51
52 H -0.408 -2.791 1.601  0.38
53 H -2.417 -4.160 1.697  0.42
54 H -4.617 -3.256 0.945  0.32
55 H -4.630 -1.156 -0.431  0.32
56 H -2.586 0.191 -0.650  0.49

=====

[6]
C5H13N3 in the gas phase, computed with wB97M-V/def2-TZVPD.

## Properties
- HOMO-LUMO gap: 0.18977 Eh
- Multiplicity: 1
- ΔE to the lowest compared entry with this formula, charge and spin: 732.3 kJ/mol
- Largest force on an atom: 5.2 eV Å⁻¹

Each line ends with the Mulliken charge.
Element x y z (Å)
1 C 1.374 1.897 1.443  -1.13
2 C -0.102 1.674 0.980  0.25
3 C -0.481 0.309 1.437  -1.39
4 C 0.161 -1.172 0.719  -0.35
5 N -0.446 -1.825 -0.497  -0.53
6 C -0.059 -1.029 -1.644  0.20
7 N -0.698 -1.646 -3.003  -0.66
8 N -0.685 0.293 -1.466  -0.64
9 H 1.739 2.538 2.199  0.39
10 H 1.789 0.923 1.692  0.28
11 H 1.954 2.187 0.575  0.31
12 H -0.864 2.426 1.268  0.35
13 H -0.281 0.791 -0.588  0.22
14 H -1.512 0.096 1.217  0.51
15 H -0.334 0.126 2.544  0.37
16 H 1.213 -0.811 0.542  0.24
17 H 0.235 -1.906 1.513  0.41
18 H 1.022 -1.068 -1.892  0.29
19 H -1.591 -1.171 -3.225  0.25
20 H -0.894 -2.584 -2.778  0.24
21 H -1.541 -0.049 -1.036  0.40